A molecular structure, C53H49BN4O5RuS2Sb2 in a non-equilibrium geometry. Source: OMol25; level of theory: wB97M-V/def2-TZVPD.

Element x y z (Å)
Ru1 1.3631 0.3169 0.3773
C1 -1.9624 0.8050 -0.7597
C2 -1.3167 1.9231 -0.0020
C3 -2.0326 2.8134 0.7877
C4 -1.3672 3.8313 1.4484
C5 -0.0026 4.0071 1.2400
C6 0.6520 3.1053 0.4249
N1 0.0167 2.0626 -0.1349
Sb1 2.6853 3.4047 -0.3303
C7 3.4732 2.4383 1.4858
C8 4.3088 3.0756 2.3814
C9 4.7364 2.3736 3.5043
C10 4.3648 1.0531 3.6566
C11 3.5456 0.4503 2.7046
C12 3.2073 -1.0079 2.8035
N2 3.0825 1.1636 1.6633
C13 2.7056 1.4086 -1.3723
C14 3.9272 0.7409 -1.2747
C15 4.3515 -0.1121 -2.2782
C16 3.5079 -0.3733 -3.3472
C17 2.2837 0.2594 -3.4550
C18 1.3685 -0.0826 -4.5760
N3 1.9614 1.2304 -2.5323
H1 -2.2067 1.1466 -1.7687
H2 -1.2760 -0.0395 -0.8502
H3 -2.8809 0.4832 -0.2738
H4 -3.1029 2.6971 0.8880
H5 -1.9047 4.4990 2.1087
H6 0.5396 4.8224 1.7005
H7 4.6201 4.0969 2.2088
H8 5.3712 2.8465 4.2422
H9 4.7027 0.4716 4.5034
H10 2.5355 -1.1757 3.6464
H11 2.7223 -1.3661 1.8945
H12 4.1089 -1.5966 2.9763
H13 4.5555 0.9280 -0.4160
H14 5.3259 -0.5778 -2.2276
H15 3.7925 -1.0732 -4.1205
H16 1.2740 0.7479 -5.2775
H17 1.7329 -0.9646 -5.0930
H18 0.3787 -0.3149 -4.1897
S1 -0.1698 -0.1137 2.2377
Sb2 -1.0819 -2.0646 3.2019
C19 -0.2004 -3.8433 2.4492
C20 -0.1325 -4.9850 3.2385
C21 0.2897 -6.1734 2.6621
C22 0.6252 -6.2151 1.3161
C23 0.5480 -5.0684 0.5373
C24 0.1298 -3.8717 1.1024
C25 -0.8223 -1.7740 5.2971
C26 0.3927 -2.0942 5.8905
C27 0.5423 -1.9228 7.2582
C28 -0.5162 -1.4477 8.0204
C29 -1.7291 -1.1398 7.4204
C30 -1.8837 -1.2872 6.0495
C31 -3.1633 -2.3174 2.8087
C32 -3.6752 -2.0094 1.5564
C33 -5.0208 -2.2281 1.3018
C34 -5.8398 -2.7472 2.2951
C35 -5.3117 -3.0821 3.5337
C36 -3.9649 -2.8768 3.7966
H19 -0.4080 -4.9538 4.2863
H20 0.3379 -7.0728 3.2614
H21 0.9351 -7.1469 0.8625
H22 0.7767 -5.1162 -0.5181
H23 0.0504 -2.9770 0.4983
H24 1.2118 -2.4841 5.2969
H25 1.4785 -2.1798 7.7356
H26 -0.4000 -1.3212 9.0883
H27 -2.5628 -0.7999 8.0200
H28 -2.8211 -1.0200 5.5775
H29 -3.0307 -1.6109 0.7813
H30 -5.4284 -2.0049 0.3248
H31 -6.8916 -2.9046 2.0987
H32 -5.9449 -3.5129 4.2976
H33 -3.5528 -3.1562 4.7585
C37 -4.9177 3.8907 -4.6648
C38 -4.0140 5.1294 -4.5437
C39 -3.7693 5.7046 -5.9489
C40 -4.7347 6.1863 -3.6975
C41 -2.6668 4.7512 -3.9329
C42 -1.9278 5.6722 -3.1812
C43 -0.6948 5.3810 -2.6089
C44 -0.2114 4.1099 -2.8082
O1 0.9488 3.4972 -2.3450
B1 0.8758 2.2019 -2.8070
O2 -0.2358 1.9820 -3.5568
C45 -0.9269 3.1858 -3.5512
C46 -2.1335 3.4749 -4.1407
H34 -5.9464 4.1981 -4.8474
H35 -4.8976 3.2957 -3.7499
H36 -4.6151 3.2610 -5.5024
H37 -4.7285 5.9018 -6.4298
H38 -3.2090 5.0030 -6.5686
H39 -3.2105 6.6399 -5.8969
H40 -5.7428 6.3356 -4.0827
H41 -4.2301 7.1515 -3.7409
H42 -4.8103 5.8784 -2.6527
H43 -2.3224 6.6678 -3.0387
H44 -0.1457 6.1182 -2.0386
H45 -2.6386 2.7267 -4.7345
O3 1.9396 -3.5339 -4.6806
S2 1.5475 -3.9679 -3.3712
O4 0.5903 -5.0185 -3.2330
N4 1.0544 -2.6499 -2.4859
C47 1.8693 -2.4253 -1.5018
O5 1.7000 -1.5400 -0.5992
C48 3.0506 -3.3398 -1.4083
C49 4.1012 -3.2785 -0.5098
C50 5.1301 -4.2029 -0.6455
C51 5.0731 -5.1889 -1.6258
C52 4.0020 -5.2594 -2.5109
C53 3.0098 -4.3089 -2.3917
H46 4.1143 -2.5191 0.2623
H47 5.9815 -4.1648 0.0218
H48 5.8804 -5.9050 -1.6991
H49 3.9462 -6.0371 -3.2612

Values from the calculation:
Multiplicity   5
HOMO energy (alpha / beta)   -12.7 / -13.1 eV
Energy above the lowest of the compared OMol25 structures with the same formula, charge and spin   0.141 eV
Total charge   +2
E   -4040.45697 Ha
LUMO energy (alpha / beta)   -6.01 / -6.56 eV
Expectation value of S²   6.02
Gap between HOMO and LUMO (alpha / beta)   0.24630 / 0.23948 Ha

A molecular structure, C53H49IrN4Sb. Source: OMol25; level of theory: wB97M-V/def2-TZVPD.

Element x y z (Å)
Ir1 0.3108 0.1556 -0.2006
C1 2.7302 -5.4646 4.4625
C2 3.4752 -5.0491 3.3683
C3 2.9876 -4.0526 2.5349
C4 1.7566 -3.4626 2.7992
C5 1.0094 -3.8837 3.8943
C6 1.4961 -4.8847 4.7220
C7 1.2336 -2.3947 1.8979
C8 0.7746 -2.7724 0.6716
C9 0.6002 -4.1197 0.1989
C10 -0.0748 -4.0512 -0.9709
C11 -0.3142 -2.6520 -1.2379
N1 0.2226 -1.9061 -0.2841
C12 -0.9866 -2.0766 -2.3906
C13 -0.4514 -0.8216 -2.9432
C14 -0.2575 -0.4519 -4.2601
C15 0.0583 0.9197 -4.2638
C16 0.0598 1.3477 -2.9427
C17 0.1081 2.6868 -2.4734
C18 0.1486 3.7699 -3.4964
C19 1.3056 4.5200 -3.6811
C20 1.3375 5.5323 -4.6303
C21 0.2108 5.8036 -5.3929
C22 -0.9470 5.0602 -5.2090
C23 -0.9775 4.0424 -4.2673
C24 0.0655 3.0540 -1.1394
N2 0.1940 2.1916 -0.0830
C25 0.1804 2.9364 1.0602
C26 0.4789 2.4585 2.3264
C27 0.5280 3.4373 3.4507
C28 -0.6313 3.7928 4.1311
C29 -0.5742 4.7130 5.1686
C30 0.6390 5.2806 5.5309
C31 1.7986 4.9269 4.8548
C32 1.7428 4.0072 3.8177
C33 0.8142 1.1074 2.6286
C34 1.2650 0.6481 3.8725
C35 1.5249 -0.7110 3.7381
C36 1.1939 -1.0673 2.4328
N3 0.7647 0.0572 1.7429
C37 -0.0204 4.3268 0.7147
C38 -0.0753 4.3998 -0.6306
N4 -0.1849 0.2522 -2.1192
C39 -2.1825 -2.6741 -2.9122
C40 -2.8034 -3.7684 -2.2585
C41 -3.9441 -4.3567 -2.7596
C42 -4.5395 -3.8691 -3.9186
C43 -3.9975 -2.7501 -4.5388
C44 -2.8545 -2.1553 -4.0452
H1 3.1089 -6.2427 5.1113
H2 4.4355 -5.5022 3.1618
H3 3.5549 -3.7380 1.6673
H4 0.0474 -3.4290 4.0963
H5 0.9094 -5.2130 5.5693
H6 0.9410 -5.0031 0.7129
H7 -0.3550 -4.8660 -1.6165
H8 -0.3588 -1.0964 -5.1163
H9 0.2207 1.5512 -5.1221
H10 2.1826 4.3111 -3.0802
H11 2.2417 6.1088 -4.7731
H12 0.2330 6.5956 -6.1293
H13 -1.8281 5.2724 -5.7996
H14 -1.8777 3.4575 -4.1236
H15 -1.5770 3.3473 3.8481
H16 -1.4796 4.9853 5.6942
H17 0.6812 5.9989 6.3385
H18 2.7463 5.3674 5.1340
H19 2.6446 3.7275 3.2854
H20 1.3817 1.2560 4.7538
H21 1.8913 -1.3843 4.4942
H22 -0.0922 5.1308 1.4281
H23 -0.2041 5.2763 -1.2438
H24 -2.4110 -4.1299 -1.3199
H25 -4.3872 -5.1897 -2.2305
H26 -5.4300 -4.3377 -4.3144
H27 -4.4806 -2.3274 -5.4095
H28 -2.4878 -1.2635 -4.5237
C45 5.1593 0.6252 1.4711
C46 5.1001 -0.1300 0.1472
C47 5.4757 -1.5932 0.3363
Sb1 3.1651 0.1392 -0.7691
C48 3.4389 2.1458 -1.5185
C49 3.2659 3.2038 -0.4247
C50 4.7708 2.4065 -2.2251
C51 3.1836 -1.0813 -2.5429
C52 2.9174 -2.5383 -2.1696
C53 4.4376 -0.9879 -3.4077
H29 6.1773 0.6008 1.8685
H30 4.5052 0.1578 2.2115
H31 4.8677 1.6693 1.3803
H32 5.7592 0.3308 -0.5922
H33 4.8273 -2.0685 1.0756
H34 6.4997 -1.6653 0.7126
H35 5.4282 -2.1692 -0.5868
H36 2.6229 2.2250 -2.2401
H37 4.2006 3.3426 0.1185
H38 2.4914 2.9668 0.3017
H39 3.0164 4.1730 -0.8649
H40 5.5861 2.4634 -1.5017
H41 4.7350 3.3761 -2.7305
H42 5.0395 1.6673 -2.9717
H43 2.3234 -0.6940 -3.1004
H44 3.7473 -2.9695 -1.6069
H45 2.8026 -3.1371 -3.0773
H46 2.0161 -2.6623 -1.5781
H47 5.3494 -1.1817 -2.8380
H48 4.5407 -0.0278 -3.9041
H49 4.3867 -1.7460 -4.1942

Values from the calculation:
Multiplicity   5
HOMO energy (alpha / beta)   -8.6 / -10.2 eV
Energy above the lowest of the compared OMol25 structures with the same formula, charge and spin   0.000 eV
Total charge   +1
E   -2612.41536 Ha
LUMO energy (alpha / beta)   -3.49 / -5.01 eV
Expectation value of S²   6.14
Gap between HOMO and LUMO (alpha / beta)   0.18605 / 0.19034 Ha

A molecular structure, C53H49N13O5Ru in a non-equilibrium geometry. Source: OMol25; level of theory: wB97M-V/def2-TZVPD.

Element x y z (Å)
Ru1 -0.2529 -0.3041 0.1765
O1 0.3659 0.1645 2.4790
N1 1.5968 0.2071 2.7519
N2 2.3853 0.1485 1.7427
O2 1.9989 0.0841 0.4974
C1 3.7901 0.1500 2.0082
C2 4.6510 0.1010 0.9234
C3 6.0225 0.0986 1.1413
C4 6.5327 0.1434 2.4288
C5 5.6562 0.1878 3.5075
C6 4.2868 0.1895 3.3079
H1 4.2270 0.0563 -0.0685
H2 6.6934 0.0598 0.2920
H3 7.6024 0.1329 2.5952
H4 6.0427 0.2175 4.5187
H5 3.6004 0.2153 4.1404
C7 -2.1135 -1.2396 -5.4136
N3 -1.3256 -0.6330 -4.3579
C8 -1.5263 -0.6380 -3.0340
N4 -0.5315 -0.0222 -2.4294
C9 0.2821 0.3330 -3.4548
N5 -0.1609 -0.0070 -4.6439
C10 -3.5759 -0.8499 -5.3886
C11 -4.4883 -1.6101 -6.1144
C12 -5.8323 -1.2666 -6.1190
C13 -6.2906 -0.1954 -5.3723
C14 -5.3862 0.5581 -4.6327
C15 -4.0284 0.2423 -4.6705
C16 -5.8341 1.6578 -3.7918
N6 -7.0302 2.0490 -3.4992
N7 -6.8912 3.1243 -2.6378
C17 -5.6221 3.3064 -2.4773
O3 -4.8912 2.4114 -3.1796
C18 -4.9088 4.3036 -1.6892
C19 -5.5968 5.2052 -0.8798
C20 -4.8872 6.1111 -0.1132
C21 -3.4959 6.1231 -0.1396
C22 -2.8097 5.2368 -0.9554
C23 -1.3011 5.1875 -0.9830
N8 -0.7821 4.0010 -0.3329
C24 -0.5918 2.7792 -0.8329
N9 -0.2744 1.9424 0.1305
C25 -0.2992 2.7293 1.2421
N10 -0.6043 3.9826 1.0069
C26 -3.5225 4.3369 -1.7304
H6 -2.0196 -2.3259 -5.3486
H7 -1.6412 -0.9206 -6.3418
H8 -2.3851 -1.0823 -2.5553
H9 1.2146 0.8569 -3.3161
H10 -4.1464 -2.4709 -6.6774
H11 -6.5339 -1.8599 -6.6913
H12 -7.3410 0.0611 -5.3417
H13 -3.3383 0.8492 -4.1012
H14 -6.6781 5.1712 -0.8551
H15 -5.4185 6.8091 0.5208
H16 -2.9452 6.8097 0.4917
H17 -0.8739 6.0402 -0.4590
H18 -0.9401 5.1872 -2.0125
H19 -0.6907 2.5309 -1.8762
H20 -0.1008 2.3483 2.2284
H21 -2.9969 3.6263 -2.3557
O4 -3.1447 1.9371 0.1325
C27 -3.4330 0.7578 0.0000
N11 -4.7375 0.3389 -0.1837
C28 -4.8543 -1.0860 -0.0439
C29 -3.3405 -1.4568 -0.1368
O5 -2.9761 -2.6058 -0.2843
N12 -2.5724 -0.3335 -0.0094
C30 -5.3304 -1.5325 1.3405
C31 -5.5325 -0.6257 2.3710
C32 -5.9468 -1.0658 3.6233
C33 -6.1507 -2.4157 3.8570
C34 -5.9305 -3.3289 2.8325
C35 -5.5265 -2.8908 1.5835
C36 -5.7588 -1.6952 -1.1090
C37 -5.3622 -2.7045 -1.9791
C38 -6.2685 -3.2370 -2.8898
C39 -7.5678 -2.7594 -2.9543
C40 -7.9655 -1.7411 -2.0980
C41 -7.0686 -1.2234 -1.1793
H22 -5.4954 0.9900 -0.0678
H23 -5.3431 0.4284 2.2117
H24 -6.1008 -0.3464 4.4180
H25 -6.4692 -2.7580 4.8337
H26 -6.0681 -4.3882 3.0104
H27 -5.3388 -3.6020 0.7890
H28 -4.3574 -3.0972 -1.9160
H29 -5.9512 -4.0342 -3.5511
H30 -8.2675 -3.1737 -3.6700
H31 -8.9725 -1.3461 -2.1475
H32 -7.3986 -0.4499 -0.4940
C42 0.6405 -2.6293 3.4432
C43 -0.5886 -3.3763 2.9097
C44 -1.7919 -2.4457 2.7704
C45 -0.1899 -4.1590 1.6694
C46 -0.1615 -5.5366 1.7702
C47 0.3353 -6.3456 0.7565
C48 0.8696 -5.7264 -0.3589
C49 0.8662 -4.3465 -0.5300
C50 1.4715 -3.8808 -1.8453
C51 2.3179 -2.6118 -1.8153
C52 0.3607 -3.8166 -2.8937
C53 0.2359 -3.5092 0.4610
N13 -0.0028 -2.1903 0.3257
H33 0.3851 -2.0082 4.3058
H34 1.0437 -1.9797 2.6664
H35 1.4215 -3.3362 3.7338
H36 -0.8617 -4.1321 3.6545
H37 -1.5556 -1.5688 2.1698
H38 -2.1037 -2.1011 3.7613
H39 -2.6287 -2.9677 2.3062
H40 -0.5291 -5.9931 2.6841
H41 0.3373 -7.4244 0.8513
H42 1.3190 -6.3358 -1.1390
H43 2.1542 -4.6833 -2.1483
H44 1.7744 -1.7625 -1.4275
H45 2.6632 -2.3746 -2.8277
H46 3.1940 -2.7492 -1.1769
H47 -0.4088 -3.1338 -2.5486
H48 -0.1019 -4.7994 -3.0146
H49 0.7407 -3.4839 -3.8655

Values from the calculation:
Multiplicity   6
HOMO energy (alpha / beta)   -3.2 / -3.7 eV
Energy above the lowest of the compared OMol25 structures with the same formula, charge and spin   0.247 eV
Total charge   -1
E   -3231.95450 Ha
LUMO energy (alpha / beta)   1.71 / 1.71 eV
Expectation value of S²   8.79
Gap between HOMO and LUMO (alpha / beta)   0.18163 / 0.20001 Ha